Record 1
An isolated molecule of C8H13NO, computed with ωB97M-V/def2-TZVPD.

Calculated values
Orbital gap, eV: 10.1
E_HOMO, eV: -9.46
E, eV: -12043.7269
Lowest unoccupied orbital energy, eV: 0.666
Net charge: 0
M, g mol⁻¹: 139.20
Energy above the lowest of the compared OMol25 structures with the same formula, charge and spin, kcal/mol: 19.1

Structure (XYZ):
```
23
C8H13NO (ωB97M-V/def2-TZVPD)
C 0.30 1.14 -1.81
C 0.67 -0.23 -1.22
C 2.02 -0.14 -0.53
C 1.91 -0.19 0.80
C 0.48 -0.35 1.26
C -0.08 0.94 1.88
C -0.20 -0.80 -0.07
C -1.69 -0.62 -0.11
N -2.38 0.40 -0.34
H 0.15 1.89 -1.02
H 1.11 1.49 -2.46
H -0.62 1.08 -2.40
H 0.70 -0.95 -2.05
H 2.94 0.02 -1.08
H 2.74 -0.07 1.50
H 0.42 -1.14 2.01
H -0.13 1.75 1.15
H -1.08 0.78 2.29
H 0.57 1.27 2.71
H -0.06 -1.90 -0.11
H -3.39 0.02 -0.37
O -2.48 -1.80 -0.01
H -1.91 -2.58 0.00
```

---

Record 2
A structure of composition C8H13NO2SSi, computed with ωB97M-V/def2-TZVPD.

Calculated values
Orbital gap, eV: 10.2
E_HOMO, eV: -9.64
E, eV: -32803.2839
Lowest unoccupied orbital energy, eV: 0.563
Net charge: 0
M, g mol⁻¹: 215.35
Energy above the lowest of the compared OMol25 structures with the same formula, charge and spin, kcal/mol: 4.9

Structure (XYZ):
```
26
C8H13NO2SSi (ωB97M-V/def2-TZVPD)
C 3.05 0.80 -1.03
C 2.75 1.26 0.22
C 2.72 -0.43 -1.52
C 1.82 0.47 0.94
C 1.82 -1.14 -0.85
C 1.33 -0.64 0.32
C -3.64 0.14 0.56
C -1.12 1.56 -0.34
N -1.24 -1.50 -0.12
O -0.52 -0.57 2.22
O 0.05 -2.79 1.37
Si -2.13 -0.04 -0.52
S -0.28 -1.28 1.02
H 3.52 1.52 -1.73
H 2.97 2.25 0.66
H 3.09 -0.67 -2.54
H 1.51 0.94 1.87
H 1.46 -2.07 -1.31
H -4.37 -0.62 0.38
H -3.32 -0.12 1.59
H -4.17 1.13 0.58
H -0.35 1.20 0.36
H -0.57 2.01 -1.10
H -1.54 2.37 0.24
H -0.47 -3.18 0.59
H -2.36 -0.59 -1.85
```

---

Record 3
A structure of composition C8H13NO4S, computed with ωB97M-V/def2-TZVPD.

Calculated values
Orbital gap (spin up / spin down), eV: 7.0 / 6.5
E_HOMO (spin up / spin down), eV: -6.39 / -9.45
E, eV: -29012.4089
Lowest unoccupied orbital energy (spin up / spin down), eV: 0.586 / -2.951
Net charge: 0
⟨S²⟩: 2.01
M, g mol⁻¹: 219.26
Energy above the lowest of the compared OMol25 structures with the same formula, charge and spin, kcal/mol: 55.5
Multiplicity: 3

Structure (XYZ):
```
27
C8H13NO4S (ωB97M-V/def2-TZVPD)
C 2.29 0.32 1.92
C -1.67 1.37 1.00
C 0.04 1.91 0.05
C -0.28 0.77 1.05
C 3.11 -0.56 2.74
C -0.72 -0.80 -2.81
C -1.28 -0.58 -1.39
C -0.41 -1.01 -0.19
N -1.10 -1.60 0.85
O 2.51 0.77 0.83
O -0.48 -2.18 1.70
O -2.32 -1.26 0.88
O -1.28 2.33 -0.03
S 0.59 0.39 2.51
H -2.36 0.64 0.55
H -2.00 1.77 1.95
H 0.71 2.67 0.52
H 0.48 1.78 -0.89
H 4.04 -0.85 2.13
H 2.47 -1.38 3.01
H 3.40 -0.16 3.66
H -0.46 -1.78 -2.90
H -1.44 -0.51 -3.49
H 0.08 -0.21 -3.00
H -1.38 0.55 -1.33
H -2.16 -1.19 -1.29
H 0.63 -1.08 -0.22
```

---

Record 4
An isolated molecule of C8H13NO5S, computed with ωB97M-V/def2-TZVPD.

Calculated values
Orbital gap, eV: 10.7
E_HOMO, eV: -10.40
E, eV: -31068.5274
Lowest unoccupied orbital energy, eV: 0.340
Net charge: 0
M, g mol⁻¹: 235.26
Energy above the lowest of the compared OMol25 structures with the same formula, charge and spin, kcal/mol: 0.0

Structure (XYZ):
```
28
C8H13NO5S (ωB97M-V/def2-TZVPD)
C -0.85 1.69 2.04
C -1.25 0.23 1.97
O -1.89 -0.27 2.87
N -0.86 -0.59 0.86
C -1.84 -0.70 -0.18
C -2.78 0.45 -0.45
O -1.91 -1.71 -0.86
C 0.53 -0.38 0.40
C 1.09 -1.74 -0.03
C 2.27 -1.72 -1.00
O 2.99 -0.47 -1.02
S 2.08 0.62 -1.74
O 2.78 1.86 -1.79
O 1.58 0.13 -2.98
C 0.75 0.80 -0.57
H -1.47 2.16 2.79
H 0.19 1.75 2.30
H -1.03 2.18 1.09
H -3.67 0.02 -0.88
H -2.35 1.13 -1.17
H -3.08 0.98 0.45
H 1.08 -0.11 1.29
H 1.41 -2.22 0.88
H 0.33 -2.38 -0.45
H 2.98 -2.47 -0.69
H 1.95 -2.00 -1.99
H 1.04 1.67 0.00
H -0.11 1.09 -1.16
```

---

Record 5
A structure of composition C8H13NO8P2SW, computed with ωB97M-V/def2-TZVPD.

Calculated values
Orbital gap (spin up / spin down), eV: 5.6 / 6.4
E_HOMO (spin up / spin down), eV: -2.73 / -3.62
E, eV: -57620.4734
Lowest unoccupied orbital energy (spin up / spin down), eV: 2.831 / 2.813
Net charge: -1
⟨S²⟩: 3.80
M, g mol⁻¹: 529.05
Energy above the lowest of the compared OMol25 structures with the same formula, charge and spin, kcal/mol: 0.0
Multiplicity: 4

Structure (XYZ):
```
34
C8H13NO8P2SW (ωB97M-V/def2-TZVPD)
W 0.14 -0.30 -1.47
O 2.21 -0.03 -1.13
N 2.72 1.17 -0.87
C 4.00 1.18 -0.42
C 4.66 2.34 -0.15
C 3.99 3.55 -0.36
C 2.70 3.53 -0.82
C 2.01 2.32 -1.08
S 0.40 2.27 -1.62
H 4.41 0.19 -0.30
H 5.68 2.30 0.21
H 4.48 4.49 -0.17
H 2.14 4.44 -0.99
C -3.23 -2.03 1.88
C -2.16 -1.55 0.89
O -1.41 -2.69 0.51
P -2.97 -0.65 -0.50
O -3.54 0.59 0.11
O -4.18 -1.60 -0.99
O -2.01 -0.58 -1.66
P -1.08 -0.32 1.73
O -0.61 -0.94 3.12
O -2.03 0.83 2.19
O 0.11 0.04 0.90
H -3.86 -2.77 1.38
H -3.85 -1.21 2.22
H -2.75 -2.51 2.73
H -0.82 -2.48 -0.25
H -2.71 0.96 1.45
H -3.88 -2.10 -1.76
H 0.26 -1.36 3.01
C 0.34 -2.01 -2.37
H 1.32 -2.48 -2.58
H -0.46 -2.60 -2.84
```

---

Record 6
An isolated molecule of C8H13NOS, computed with ωB97M-V/def2-TZVPD.

Calculated values
Orbital gap, eV: 9.2
E_HOMO, eV: -8.46
E, eV: -22877.7756
Lowest unoccupied orbital energy, eV: 0.741
Net charge: 0
M, g mol⁻¹: 171.26
Energy above the lowest of the compared OMol25 structures with the same formula, charge and spin, kcal/mol: 31.3

Structure (XYZ):
```
24
C8H13NOS (ωB97M-V/def2-TZVPD)
C 1.28 2.88 -1.04
C 0.35 1.66 1.33
C 0.24 3.67 -0.93
C 0.25 -0.63 0.49
C 0.87 -1.73 2.62
C -1.72 -0.72 -0.90
C 0.73 -1.65 1.15
C -0.15 -0.57 -0.98
N -0.22 0.46 1.27
O -0.15 2.62 1.85
S 1.84 1.68 0.15
H -0.10 4.37 -1.61
H -0.53 3.56 -0.10
H 0.32 -0.96 3.20
H 1.92 -1.47 2.84
H 0.63 -2.70 3.02
H -2.02 0.08 -0.22
H -2.00 -1.66 -0.38
H -2.33 -0.64 -1.76
H 1.17 -2.56 0.56
H 1.97 2.94 -1.91
H -0.08 0.37 -1.48
H 0.33 -1.40 -1.49
H -0.86 0.21 1.95
```

---

Record 7
An isolated molecule of C8H14, computed with ωB97M-V/def2-TZVPD.

Calculated values
Orbital gap, eV: 10.1
E_HOMO, eV: -9.03
E, eV: -8521.7981
Lowest unoccupied orbital energy, eV: 1.104
Net charge: 0
M, g mol⁻¹: 110.20
Energy above the lowest of the compared OMol25 structures with the same formula, charge and spin, kcal/mol: 29.6

Structure (XYZ):
```
22
C8H14 (ωB97M-V/def2-TZVPD)
C -0.33 -0.13 -3.21
C -0.27 1.07 -2.27
C -0.54 0.76 -0.82
C -1.54 1.26 -0.11
C 0.55 -0.08 -0.17
C 0.22 -0.70 1.14
C 1.05 -0.64 2.18
C 0.77 -1.39 3.44
H 0.53 -0.80 -3.11
H -0.38 0.18 -4.25
H -1.23 -0.68 -3.07
H 0.70 1.56 -2.35
H -1.05 1.77 -2.58
H -1.56 1.09 0.96
H -2.33 1.89 -0.50
H 0.77 -0.89 -0.87
H 1.49 0.49 -0.21
H -0.80 -1.01 1.28
H 1.99 -0.12 2.09
H 0.34 -0.80 4.25
H 1.64 -1.87 3.90
H 0.07 -2.22 3.31
```

---

Record 8
An isolated molecule of C8H14, computed with ωB97M-V/def2-TZVPD.

Calculated values
Orbital gap, eV: 9.1
E_HOMO, eV: -8.01
E, eV: -8522.2579
Lowest unoccupied orbital energy, eV: 1.066
Net charge: 0
M, g mol⁻¹: 110.20
Energy above the lowest of the compared OMol25 structures with the same formula, charge and spin, kcal/mol: 19.0

Structure (XYZ):
```
22
C8H14 (ωB97M-V/def2-TZVPD)
C -0.99 -0.19 -0.16
C -2.20 0.29 0.15
C 0.33 0.46 -0.08
C 1.46 -0.26 -0.01
C -3.47 -0.48 -0.01
C 0.28 1.97 -0.07
C 2.84 0.32 0.07
C 1.45 -1.77 0.01
H -0.97 -1.21 -0.54
H -2.31 1.28 0.57
H -4.23 0.14 -0.48
H -3.86 -0.78 0.97
H -3.32 -1.37 -0.61
H 0.08 2.33 0.94
H -0.52 2.31 -0.72
H 1.21 2.41 -0.41
H 3.34 -0.06 0.96
H 2.84 1.40 0.10
H 3.42 0.00 -0.80
H 1.02 -2.17 -0.91
H 0.86 -2.15 0.84
H 2.46 -2.16 0.10
```

---

Record 9
An isolated molecule of C8H14, computed with ωB97M-V/def2-TZVPD.

Calculated values
Orbital gap, eV: 4.6
E_HOMO, eV: -6.00
E, eV: -8517.6645
Lowest unoccupied orbital energy, eV: -1.396
Net charge: 0
M, g mol⁻¹: 110.20
Energy above the lowest of the compared OMol25 structures with the same formula, charge and spin, kcal/mol: 124.9

Structure (XYZ):
```
22
C8H14 (ωB97M-V/def2-TZVPD)
C -3.50 -0.94 0.76
C -2.98 -0.22 -0.47
C -1.62 -0.44 -0.78
C -0.65 0.80 -0.19
C 0.76 0.60 -0.33
C 1.56 0.16 0.74
C 2.90 -0.03 0.74
C 3.75 0.32 -0.44
H -3.57 -2.03 0.76
H 1.23 0.66 -1.31
H -4.34 -0.52 1.32
H -2.59 -0.74 1.34
H -3.61 -0.27 -1.36
H -1.13 -1.33 -0.37
H -1.36 -0.52 -1.83
H -0.98 1.71 -0.69
H -0.88 0.92 0.86
H 1.03 -0.04 1.67
H 3.36 -0.37 1.65
H 3.35 -0.17 -1.33
H 3.73 1.39 -0.64
H 4.78 0.00 -0.30
```